ORCA calculation (the ωB97M-V functional and the def2-TZVPD basis) on C26H25N6PPtS as an isolated structure.

As for the spin multiplicity: 3. As for the net charge: +2. Its HOMO-LUMO gap (spin up / spin down) is 7.96 / 6.57 eV. The value obtained for the energy above the lowest of the compared OMol25 structures with the same formula, charge and spin is 0.0 kcal per mole.

Atoms and positions in Å:
Pt (0.250, 0.009, -0.577)
N (0.521, -4.191, -0.184)
C (-0.496, -4.336, -1.088)
C (-0.907, -3.074, -1.400)
N (-0.163, -2.174, -0.690)
C (0.701, -2.872, 0.034)
C (1.646, -2.196, 0.887)
N (1.670, -0.873, 0.935)
C (2.682, -0.519, 1.783)
C (3.271, -1.649, 2.267)
N (2.606, -2.698, 1.691)
H (1.042, -4.950, 0.223)
H (-0.831, -5.296, -1.439)
H (-1.702, -2.780, -2.063)
H (2.933, 0.507, 1.990)
H (4.081, -1.782, 2.962)
H (2.810, -3.670, 1.863)
N (1.122, 2.900, 1.595)
C (0.239, 3.048, 0.587)
N (-0.315, 2.042, -0.042)
C (-1.201, 2.487, -1.031)
C (-2.014, 1.667, -1.810)
C (-2.856, 2.254, -2.738)
C (-2.900, 3.638, -2.878)
C (-2.111, 4.466, -2.096)
C (-1.263, 3.875, -1.174)
S (-0.219, 4.625, 0.013)
H (1.103, 2.021, 2.085)
H (1.364, 3.711, 2.139)
H (-2.023, 0.591, -1.636)
H (-3.512, 1.635, -3.336)
H (-3.588, 4.076, -3.588)
H (-2.176, 5.541, -2.195)
C (3.609, 0.195, -1.666)
P (1.907, 0.556, -2.216)
C (1.661, -0.396, -3.734)
C (2.679, -0.497, -4.681)
C (2.469, -1.229, -5.838)
C (1.253, -1.864, -6.053)
C (0.234, -1.758, -5.118)
C (0.436, -1.021, -3.962)
C (1.933, 2.299, -2.675)
C (1.262, 2.738, -3.816)
C (1.295, 4.080, -4.159)
C (1.980, 4.987, -3.361)
C (2.631, 4.554, -2.213)
C (2.601, 3.216, -1.860)
H (4.311, 0.707, -2.323)
H (3.784, -0.880, -1.712)
H (3.765, 0.537, -0.645)
H (3.629, 0.000, -4.525)
H (3.256, -1.300, -6.577)
H (1.098, -2.434, -6.959)
H (-0.715, -2.247, -5.296)
H (-0.358, -0.905, -3.237)
H (0.735, 2.030, -4.443)
H (0.784, 4.422, -5.049)
H (2.013, 6.033, -3.638)
H (3.165, 5.264, -1.595)
H (3.109, 2.882, -0.962)

Atom charges from the Löwdin analysis, given in e for atoms 1 to 5:
1 Pt 1.04
2 N 0.15
3 C -0.02
4 C -0.09
5 N -0.04